(1)
C29H21ClIN4O11P2S4Ta | wB97M-V/def2-TZVPD

Frontier orbital gap (spin up / spin down), eV: 5.200 / 6.910
Largest force on an atom, eV/Å: 5.6
Energy, Eh: -5255.1940

Structure (ORCA input):
```
! RIJCOSX wB97M-V def2-TZVPD def2/J DEFGRID3
* xyz -1 2
Ta 0.360 -0.578 -0.019
I 3.825 -0.604 -1.060
Cl 3.112 -0.801 -6.775
S -3.834 -2.239 0.213
S 0.940 -2.554 -1.470
S -1.802 -0.658 -1.507
S -6.516 -2.016 1.628
P 1.548 -0.503 2.302
P -1.236 -0.909 2.425
O -0.758 -1.540 1.095
O -2.065 -1.702 3.318
O 0.743 -7.560 3.074
O 2.647 -0.132 3.380
O 0.190 -0.513 3.156
O -1.349 -7.672 2.389
O -1.878 0.486 2.088
O -0.686 1.864 0.203
O 1.429 0.611 1.276
O 1.791 -1.808 1.634
O 1.039 0.364 -1.429
N -5.057 -0.076 0.497
N -0.511 1.086 -3.636
N -1.139 2.737 -0.653
N -3.933 0.271 -0.204
C 1.190 0.170 -5.109
C -7.675 3.168 0.855
C -5.998 0.975 0.691
C 1.401 -5.607 1.134
C -0.947 0.828 -5.970
C 3.293 -0.552 -4.120
C -7.252 0.919 0.104
C 0.620 -3.898 -0.363
C -0.693 -4.277 -0.095
C -0.274 3.366 -1.468
C -0.707 4.332 -2.345
C -6.429 3.203 1.465
C -2.450 3.038 -0.696
C 0.703 0.537 -3.819
C 1.513 0.269 -2.670
C 1.669 -4.580 0.249
C -0.957 -5.299 0.797
C -1.303 1.213 -4.673
C -2.053 4.652 -2.417
C 0.309 0.332 -6.196
C 0.090 -5.984 1.416
C -2.928 3.990 -1.564
C -0.118 -7.113 2.364
C -5.589 2.103 1.388
C -8.090 2.020 0.193
C -5.230 -1.382 0.822
C 2.495 -0.359 -5.214
C 2.786 -0.247 -2.857
C -3.173 -0.737 -0.454
H -3.084 2.480 -0.030
H -6.113 4.083 2.009
H 2.202 -6.141 1.628
H -4.621 2.094 1.872
H -2.411 5.394 -3.116
H 3.020 -0.937 3.767
H -8.329 4.030 0.909
H -1.656 0.931 -6.781
H 0.022 4.820 -2.977
H -1.500 -3.747 -0.581
H -1.921 -7.275 1.726
H -9.070 1.985 -0.264
H -1.481 1.113 1.418
H 0.756 3.069 -1.350
H -3.986 4.209 -1.564
H -7.557 0.026 -0.422
H 0.636 0.066 -7.191
H 2.686 -4.276 0.040
H -2.273 1.655 -4.469
H -1.995 -5.517 1.027
H 4.288 -0.958 -4.229
*
```

***

(2)
C7H43NO13 | wB97M-V/def2-TZVPD

Frontier orbital gap, eV: 8.717
Largest force on an atom, eV/Å: 6.6
Energy relative to the best compared isomer or geometry (same formula, charge and spin), kJ/mol: 688.8
Energy, Eh: -1325.1884

Structure (ORCA input):
```
! RIJCOSX wB97M-V def2-TZVPD def2/J DEFGRID3
* xyz 0 1
O -2.577 -3.053 -0.562
O -0.384 0.126 -4.621
O -2.585 -2.051 3.112
O 4.005 1.074 -2.031
O -2.903 3.206 -1.615
O -3.061 -0.606 -2.033
O 3.346 -0.298 3.339
O 1.832 2.249 -3.532
O 4.463 0.029 0.519
O -0.861 1.265 -2.435
O -4.774 -0.504 1.182
O 2.324 2.437 3.533
O -3.110 0.781 2.720
N -0.112 -0.366 0.263
C 0.764 -2.311 -0.884
C -0.358 1.993 0.662
C 0.739 3.035 0.164
C 0.687 -1.609 0.524
C 2.142 -3.055 -1.026
C 0.208 0.774 1.168
C 0.096 -2.525 1.496
H -4.348 0.395 1.169
H 2.076 -3.617 0.015
H 3.732 1.667 -2.717
H 1.653 3.058 -4.015
H 0.699 -2.780 2.371
H 3.148 2.018 3.581
H -3.584 -2.162 3.028
H -1.313 0.556 -1.914
H 1.636 1.801 3.802
H -0.567 0.772 -3.285
H -3.690 -0.248 -2.691
H -0.891 -2.144 1.746
H 3.177 0.533 -1.934
H -1.118 -0.457 -4.896
H 1.584 2.606 -0.395
H 0.221 -0.407 -4.062
H 1.089 3.511 1.013
H -0.946 2.617 1.467
H -0.022 -3.080 -0.906
H -1.248 2.024 -0.043
H -3.508 -0.916 -1.182
H -4.345 -0.939 1.938
H 0.402 3.817 -0.518
H 3.703 0.225 2.655
H 4.335 0.785 0.066
H -2.498 -1.736 3.953
H 1.354 0.972 1.057
H 2.968 -2.315 -1.131
H 0.920 2.017 -3.216
H -1.056 -0.530 0.207
H 1.758 -1.264 0.872
H 0.219 0.532 2.243
H -2.701 -2.388 -1.245
H -2.815 2.818 -2.649
H -2.566 1.566 2.707
H -2.035 2.607 -1.312
H 3.802 -1.082 3.017
H 0.440 -1.603 -1.681
H -2.375 0.202 2.828
H 3.596 -0.218 0.809
H 2.094 -3.792 -1.770
H -2.710 -2.456 0.209
H -0.152 -3.557 0.867
*
```

***

(3)
C6H9O3S | wB97M-V/def2-TZVPD

Frontier orbital gap (spin up / spin down), eV: 5.986 / 5.534
Largest force on an atom, eV/Å: 8.9
Energy relative to the best compared isomer or geometry (same formula, charge and spin), kJ/mol: 173.7
Energy, Eh: -857.6804

Structure (ORCA input):
```
! RIJCOSX wB97M-V def2-TZVPD def2/J DEFGRID3
* xyz -1 3
S -1.999 -0.841 0.199
O -0.936 1.868 0.581
O -2.604 -2.034 -0.457
O 0.482 1.886 -1.162
C 2.928 -0.119 -0.013
C -3.436 0.330 0.409
C -1.178 0.082 -1.042
C -0.483 1.473 -0.487
C 3.897 -0.623 1.103
C 2.894 -1.408 0.166
H -4.254 -0.119 0.987
H -3.073 1.282 0.950
H -2.051 0.399 -1.636
H -0.476 -0.583 -1.607
H 5.094 -0.482 0.914
H 2.785 0.793 -0.530
H -3.856 0.685 -0.562
H 3.809 -0.296 2.201
H 2.457 -2.292 -0.014
*
```

***

(4)
C5H8O | wB97M-V/def2-TZVPD

Frontier orbital gap, eV: 9.468
Largest force on an atom, eV/Å: 1.9
Energy relative to the best compared isomer or geometry (same formula, charge and spin), kJ/mol: 109.6
Energy, Eh: -270.5161
SMILES: C=C1CCCO1

Structure (ORCA input):
```
! RIJCOSX wB97M-V def2-TZVPD def2/J DEFGRID3
* xyz 0 1
O 0.247 -1.315 -0.174
C 0.947 -0.163 -0.099
C 0.049 1.046 -0.056
C -1.174 -1.036 0.087
C 2.259 -0.199 0.049
C -1.364 0.465 -0.052
H -1.433 -1.435 1.134
H 2.872 0.676 0.080
H 0.271 1.646 0.860
H 2.840 -1.146 0.000
H -1.923 0.625 -0.979
H 0.147 1.659 -0.915
H -2.006 0.809 0.759
H -1.731 -1.632 -0.695
*
```